(1)
Entry from the Open Molecules 2025 dataset: a structure of composition C10H11N at a distorted geometry (ωB97M-V/def2-TZVPD).

Geometry (Å):
C -2.933 1.328 0.463
C -3.324 0.033 0.613
C -1.630 1.660 0.055
C -2.499 -1.088 0.282
C -0.808 0.560 -0.263
C -1.307 -0.747 -0.138
C 0.458 -2.638 -0.514
C 0.458 0.095 -0.567
C 1.819 1.147 1.242
C 1.831 0.611 -0.232
N 0.011 -1.305 -0.560
H -3.636 2.102 0.596
H -4.374 -0.245 1.013
H -1.345 2.737 0.224
H -2.987 -2.082 0.419
H -0.355 -3.354 -0.815
H 1.585 -2.716 -0.619
H 2.516 1.898 1.481
H 1.990 0.242 1.858
H 0.748 1.352 1.425
H 2.536 -0.151 -0.208
H 1.928 1.421 -0.897

Summary:
HOMO-LUMO gap (spin up / spin down) in Ha: 0.25715 / 0.29604
HOMO (spin up / spin down) in eV: -6.0 / -8.7
Spin multiplicity: 3

These are the Löwdin partial charges, in e, on atoms 1 to 8: number 1, C, carries -0.125; number 2, C, carries -0.097; number 3, C, carries -0.007; number 4, C, carries -0.029; number 5, C, carries -0.169; number 6, C, carries -0.177; number 7, C, carries 0.008; number 8, C, carries -0.107

(2)
Entry from the Open Molecules 2025 dataset: an isolated molecule of C25H29N3O4 (ωB97M-V/def2-TZVPD).

Geometry (Å):
C 6.107 2.701 2.100
C 6.101 1.997 0.751
H 6.213 0.917 0.887
H 6.893 2.378 0.103
O 4.886 2.246 0.037
C 3.832 1.490 0.343
O 3.846 0.613 1.169
C 2.630 1.846 -0.506
C 2.400 0.714 -1.515
C 1.111 0.951 -2.294
N -0.001 1.015 -1.370
C -1.295 0.974 -2.013
C -2.382 0.609 -1.035
N -3.437 1.340 -1.029
C -4.450 1.036 -0.159
C -5.611 1.818 -0.157
C -6.632 1.527 0.718
C -6.524 0.461 1.610
C -5.389 -0.317 1.623
C -4.344 -0.038 0.740
C -3.138 -0.858 0.737
O -2.936 -1.809 1.463
N -2.185 -0.468 -0.217
C -0.993 -1.251 -0.277
C -0.115 -1.248 0.794
C 1.037 -2.013 0.763
C 1.312 -2.812 -0.343
C 0.403 -2.834 -1.405
C -0.743 -2.070 -1.369
H -1.450 -2.118 -2.184
H 0.615 -3.476 -2.245
O 2.394 -3.617 -0.495
C 3.354 -3.729 0.539
C 4.372 -2.592 0.535
H 5.154 -2.807 1.258
H 4.820 -2.507 -0.453
H 3.915 -1.640 0.791
H 3.862 -4.675 0.328
H 2.863 -3.812 1.515
H 1.708 -1.972 1.605
H -0.334 -0.644 1.661
H -5.277 -1.150 2.300
H -7.335 0.247 2.291
H -7.528 2.131 0.717
H -5.678 2.639 -0.854
H -1.265 0.217 -2.801
H -1.584 1.934 -2.472
C 0.138 2.146 -0.474
C 1.390 1.982 0.378
H 1.300 1.077 0.979
H 1.493 2.838 1.047
H 0.189 3.097 -1.037
H -0.744 2.187 0.170
H 1.200 1.876 -2.893
H 0.948 0.113 -2.975
H 3.243 0.647 -2.205
H 2.310 -0.228 -0.974
H 2.836 2.781 -1.034
H 7.063 2.542 2.590
H 5.948 3.769 1.968
H 5.316 2.301 2.730

Summary:
HOMO-LUMO gap in Ha: 0.32097
Structure (SMILES): CCOC(=O)C1CCN(Cc2nc3ccccc3c(=O)n2-c2ccc(OCC)cc2)CC1
HOMO in eV: -8.0

These are the Löwdin partial charges, in e, on atoms 1 to 8: number 1, C, carries -0.061; number 2, C, carries -0.211; number 3, H, carries 0.121; number 4, H, carries 0.123; number 5, O, carries 0.008; number 6, C, carries -0.469; number 7, O, carries 0.104; number 8, C, carries -0.213

(3)
Entry from the Open Molecules 2025 dataset: a cluster of 2 separate species, C5H11NO in total at a distorted geometry (ωB97M-V/def2-TZVPD).

Geometry (Å):
C 1.814 -0.885 -0.275
C 1.506 0.355 -0.955
C 0.958 0.229 0.273
C 1.384 0.930 1.474
C -1.967 -0.002 -0.906
N -1.782 -1.286 0.925
O -2.624 -1.016 -0.187
H 1.257 -1.817 -0.360
H 2.812 -1.003 0.100
H 1.479 0.908 -1.800
H -0.964 -1.926 0.698
H 1.870 1.881 1.396
H 2.093 0.268 1.956
H 0.597 1.178 2.282
H -2.606 0.462 -1.612
H -1.138 -0.299 -1.677
H -1.474 0.707 -0.207
H -1.527 -0.303 1.334

Summary:
HOMO-LUMO gap (spin up / spin down) in Ha: 0.28068 / 0.27759
HOMO (spin up / spin down) in eV: -6.7 / -9.3
Spin multiplicity: 3

These are the Löwdin partial charges, in e, on atoms 1 to 8: number 1, C, carries -0.088; number 2, C, carries -0.042; number 3, C, carries -0.320; number 4, C, carries -0.083; number 5, C, carries -0.157; number 6, N, carries -0.032; number 7, O, carries -0.225; number 8, H, carries 0.103

(4)
Entry from the Open Molecules 2025 dataset: a cluster of 2 separate species, CHN3O2 in total at a distorted geometry (ωB97M-V/def2-TZVPD).

Geometry (Å):
C 0.767 -1.113 -0.062
N -0.485 2.664 0.483
N -1.404 2.077 0.360
N 1.453 -1.770 -0.778
O 0.016 -0.478 0.577
O -2.250 1.339 0.309
H 1.902 -2.720 -0.888

Summary:
HOMO-LUMO gap (spin up / spin down) in Ha: 0.20743 / 0.28194
HOMO (spin up / spin down) in eV: -4.9 / -11.8
Spin multiplicity: 3

Charges obtained by Löwdin population analysis, quoted in units of e: number 1, C, carries -0.397; number 2, N, carries 0.228; number 3, N, carries -0.359; number 4, N, carries 0.215; number 5, O, carries 0.164; number 6, O, carries 0.121; number 7, H, carries 0.028

(5)
Entry from the Open Molecules 2025 dataset: a structure of composition C2HIS at a distorted geometry (ωB97M-V/def2-TZVPD).

Geometry (Å):
C 0.199 -0.125 0.581
C -1.544 1.222 0.120
S 1.489 0.300 -0.320
I -2.480 -0.462 -0.314
H 2.336 -0.935 -0.067

Summary:
HOMO-LUMO gap (spin up / spin down) in Ha: 0.25023 / 0.25032
HOMO (spin up / spin down) in eV: -8.1 / -8.1

Charges obtained by Löwdin population analysis, quoted in units of e: number 1, C, carries -0.744; number 2, C, carries -0.608; number 3, S, carries 0.595; number 4, I, carries 0.794; number 5, H, carries -0.038

(6)
Entry from the Open Molecules 2025 dataset: a cluster of 2 separate species, C3H10N2O in total at a distorted geometry (ωB97M-V/def2-TZVPD).

Geometry (Å):
C 0.306 -0.528 -0.226
C -0.471 -1.720 0.047
C -0.671 1.867 -0.010
N 0.018 -2.954 -0.637
N 0.226 2.383 1.020
O 0.549 -1.246 0.945
H 1.125 -0.256 -0.994
H -1.439 -1.991 0.363
H -1.764 1.748 0.121
H -0.275 1.708 -1.009
H 1.025 -2.797 -0.753
H -0.517 -3.027 -1.540
H -0.193 -3.862 -0.255
H 1.299 2.229 0.639
H 0.241 1.808 1.846
H 0.160 3.375 1.299

Summary:
Charge: +2
HOMO-LUMO gap (spin up / spin down) in Ha: 0.34016 / 0.33640
HOMO (spin up / spin down) in eV: -17.8 / -17.9

These are the Löwdin partial charges, in e, on atoms 1 to 8: number 1, C, carries -0.020; number 2, C, carries -0.203; number 3, C, carries 0.071; number 4, N, carries 0.264; number 5, N, carries 0.135; number 6, O, carries 0.057; number 7, H, carries 0.167; number 8, H, carries 0.163

(7)
Entry from the Open Molecules 2025 dataset: a cluster of 2 separate species, C4H5N3O2 in total at a distorted geometry (ωB97M-V/def2-TZVPD).

Geometry (Å):
N -2.516 -0.126 0.158
C -1.212 0.181 0.348
N -0.591 1.120 -0.351
O 0.516 1.431 0.419
C 0.860 0.290 1.049
C -0.290 -0.407 1.283
C 2.179 -0.192 0.703
N 3.060 -0.881 0.339
H -3.009 -0.611 0.892
H -3.075 0.487 -0.419
H -0.414 -1.322 1.852
O 1.410 -0.071 -2.337
H 2.387 -0.345 -2.007
H 0.694 0.445 -1.929

Summary:
HOMO-LUMO gap (spin up / spin down) in Ha: 0.32340 / 0.32343
Structure (SMILES): N#Cc1cc(N)no1.O
HOMO (spin up / spin down) in eV: -9.6 / -9.6

These are the Löwdin partial charges, in e, on atoms 1 to 8: number 1, N, carries 0.145; number 2, C, carries -0.377; number 3, N, carries 0.091; number 4, O, carries -0.027; number 5, C, carries -0.269; number 6, C, carries 0.078; number 7, C, carries -0.110; number 8, N, carries 0.175

(8)
Entry from the Open Molecules 2025 dataset: a structure of composition C4H6S2 at a distorted geometry (ωB97M-V/def2-TZVPD).

Geometry (Å):
C 0.772 -0.523 -0.129
C -0.633 -1.223 -0.188
C -1.395 0.100 0.223
C 0.488 0.626 0.696
S 2.120 -0.728 -1.127
S 1.325 2.163 0.133
H -0.726 -1.507 -1.250
H -0.623 -2.194 0.398
H -1.634 0.779 -0.576
H -1.931 0.015 1.165
H 0.723 0.628 1.716
H 1.515 1.864 -1.061

Summary:
HOMO-LUMO gap in Ha: 0.29521
HOMO in eV: -8.5

These are the Löwdin partial charges, in e, on atoms 1 to 8: number 1, C, carries -0.824; number 2, C, carries -0.205; number 3, C, carries 0.021; number 4, C, carries -0.538; number 5, S, carries 0.637; number 6, S, carries 0.723; number 7, H, carries 0.096; number 8, H, carries 0.127

(9)
Entry from the Open Molecules 2025 dataset: a cluster of 2 separate species, C2H7N2P in total at a distorted geometry (ωB97M-V/def2-TZVPD).

Geometry (Å):
C 0.232 0.517 1.510
C -0.850 0.968 0.505
N 0.983 -1.885 -2.495
N -0.493 0.748 -0.841
P 0.167 -2.013 -1.205
H 0.020 0.514 2.512
H 0.437 -0.530 1.403
H 1.053 1.184 1.403
H -1.870 0.417 0.521
H -1.150 2.002 0.843
H 0.970 -2.534 -3.245
H 0.499 0.613 -0.910

Summary:
HOMO-LUMO gap (spin up / spin down) in Ha: 0.32721 / 0.24564
HOMO (spin up / spin down) in eV: -9.2 / -7.4

These are the Löwdin partial charges, in e, on atoms 1 to 8: number 1, C, carries -0.124; number 2, C, carries -0.416; number 3, N, carries -0.425; number 4, N, carries -0.015; number 5, P, carries 0.727; number 6, H, carries 0.030; number 7, H, carries 0.022; number 8, H, carries 0.066

(10)
Entry from the Open Molecules 2025 dataset: a structure of composition C45H39IrN4O3S3 (ωB97M-V/def2-TZVPD).

Geometry (Å):
Ir 1.186 0.160 1.899
N -0.619 0.536 1.513
S -1.712 0.605 0.483
N -1.713 -0.527 -0.661
S -1.086 -0.400 -2.087
N 0.397 0.063 -2.209
S 1.553 -0.625 -1.330
N 1.555 -0.309 0.127
C 1.540 -2.370 -1.547
C 1.083 -3.159 -0.497
C 1.116 -4.534 -0.656
C 1.607 -5.088 -1.834
C 2.061 -4.277 -2.870
C 2.037 -2.900 -2.734
C 2.982 -0.025 -2.136
C 2.901 0.741 -3.292
C 4.087 1.182 -3.857
C 5.303 0.852 -3.271
C 5.355 0.081 -2.111
C 4.187 -0.367 -1.525
C -1.945 0.700 -3.149
C -1.284 1.715 -3.821
C -2.027 2.517 -4.674
C -3.385 2.283 -4.848
C -4.026 1.250 -4.167
C -3.306 0.443 -3.306
C -1.333 -1.998 -2.756
C -0.892 -2.173 -4.069
C -1.100 -3.403 -4.662
C -1.734 -4.420 -3.949
C -2.159 -4.219 -2.642
C -1.967 -2.991 -2.027
C -3.263 0.328 1.240
C -4.222 -0.462 0.621
C -5.436 -0.636 1.266
C -5.666 -0.023 2.491
C -4.688 0.768 3.090
C -3.465 0.951 2.470
C -1.748 2.227 -0.196
C -2.970 2.801 -0.528
C -2.970 4.105 -0.991
C -1.774 4.808 -1.098
C -0.564 4.215 -0.754
C -0.540 2.911 -0.290
H 0.722 -2.709 0.419
H 0.774 -5.176 0.146
H 1.647 -6.165 -1.943
H 2.451 -4.718 -3.779
H 2.404 -2.257 -3.527
H 1.944 0.980 -3.734
H 4.061 1.780 -4.759
H 6.224 1.202 -3.721
H 6.309 -0.169 -1.666
H 4.204 -0.958 -0.616
H -0.223 1.878 -3.673
H -1.540 3.320 -5.213
H -3.951 2.905 -5.531
H -5.083 1.070 -4.316
H -3.784 -0.380 -2.783
H -0.409 -1.366 -4.611
H -0.777 -3.570 -5.682
H -1.904 -5.379 -4.423
H -2.649 -5.018 -2.100
H -2.292 -2.811 -1.009
H -4.021 -0.936 -0.331
H -6.202 -1.252 0.812
H -6.616 -0.167 2.990
H -4.880 1.240 4.045
H -2.685 1.551 2.923
H -3.899 2.252 -0.421
H -3.908 4.580 -1.250
H -1.788 5.836 -1.438
H 0.359 4.776 -0.829
H 0.390 2.440 0.005
C 0.175 2.252 8.466
O 1.537 1.816 8.277
C 1.924 1.375 7.108
C 3.290 0.944 7.067
C 3.841 0.450 5.891
C 3.087 0.364 4.737
C 3.673 -0.151 3.525
C 4.997 -0.825 3.525
O 3.075 -0.012 2.329
C 1.685 0.798 4.806
O 0.896 0.708 3.726
C 1.138 1.293 5.958
H 0.098 2.538 9.506
H -0.512 1.437 8.249
H -0.037 3.108 7.828
H 3.875 1.015 7.978
H 4.879 0.148 5.883
H 5.068 -1.580 4.313
H 5.807 -0.103 3.686
H 5.163 -1.301 2.562
H 0.106 1.612 5.940

Summary:
Charge: +3
HOMO-LUMO gap (spin up / spin down) in Ha: 0.20638 / 0.21828
HOMO (spin up / spin down) in eV: -12.8 / -16.1
Spin multiplicity: 6

These are the Löwdin partial charges, in e, on atoms 1 to 8: number 1, Ir, carries 1.617; number 2, N, carries -0.442; number 3, S, carries 0.867; number 4, N, carries -0.349; number 5, S, carries 0.926; number 6, N, carries -0.344; number 7, S, carries 0.855; number 8, N, carries -0.451

(11)
Entry from the Open Molecules 2025 dataset: a cluster of 2 separate species, C10H22BrFN4O4PSi2 in total at a distorted geometry (ωB97M-V/def2-TZVPD).

Geometry (Å):
O 4.556 -1.341 0.307
C 4.149 -0.253 0.123
F 4.834 0.581 -0.754
N 2.921 0.145 0.792
C 3.105 1.253 1.705
O 2.542 1.214 2.760
C 3.967 2.528 1.424
N 4.950 2.927 2.306
C 5.497 4.124 1.778
N 4.866 4.428 0.619
N 3.943 3.451 0.427
P 2.814 3.450 -0.970
O 3.607 4.355 -2.155
Br 0.985 4.659 -0.457
H 2.137 0.286 0.142
H 5.214 2.453 3.173
H 6.330 4.735 2.212
H 4.562 4.224 -1.960
O -2.100 -1.203 -0.909
Si -2.329 -0.377 0.511
C -1.828 -1.444 1.971
C -4.134 0.093 0.705
C -1.310 1.196 0.568
Si -2.635 -2.605 -1.633
C -1.872 -2.848 -3.324
C -4.499 -2.555 -1.839
C -2.188 -4.091 -0.577
H -2.486 -2.311 2.061
H -1.887 -0.873 2.902
H -0.802 -1.802 1.851
H -4.483 0.645 -0.171
H -4.275 0.722 1.587
H -4.756 -0.797 0.820
H -1.583 1.870 -0.248
H -0.241 0.974 0.494
H -1.483 1.719 1.512
H -2.128 -2.022 -3.991
H -2.242 -3.773 -3.772
H -0.783 -2.915 -3.258
H -4.997 -2.549 -0.867
H -4.847 -3.430 -2.394
H -4.802 -1.658 -2.385
H -2.723 -4.065 0.375
H -1.115 -4.104 -0.368
H -2.451 -5.017 -1.091

Summary:
Charge: +1
HOMO-LUMO gap in Ha: 0.23848
HOMO in eV: -11.8

These are the Löwdin partial charges, in e, on atoms 1 to 8: number 1, O, carries 0.230; number 2, C, carries -0.442; number 3, F, carries 0.070; number 4, N, carries 0.171; number 5, C, carries -0.333; number 6, O, carries 0.200; number 7, C, carries -0.128; number 8, N, carries 0.195

(12)
Entry from the Open Molecules 2025 dataset: an isolated molecule of C5H6O (ωB97M-V/def2-TZVPD).

Geometry (Å):
C -1.742 -0.268 2.181
C -1.275 -0.244 1.069
C -0.762 -0.245 -0.310
C 0.461 0.637 -0.526
C 1.769 0.015 -0.740
O 0.990 0.476 -1.833
H -2.169 -0.298 3.161
H -1.566 0.064 -0.991
H -0.484 -1.267 -0.593
H 0.375 1.679 -0.206
H 1.850 -1.070 -0.629
H 2.684 0.576 -0.558

Summary:
HOMO-LUMO gap in Ha: 0.41109
Structure (SMILES): C#CC[C@H]1CO1
HOMO in eV: -10.1

These are the Löwdin partial charges, in e, on atoms 1 to 8: number 1, C, carries 0.105; number 2, C, carries -0.135; number 3, C, carries -0.160; number 4, C, carries -0.303; number 5, C, carries -0.114; number 6, O, carries -0.046; number 7, H, carries 0.024; number 8, H, carries 0.129